{"formula": "C66H56F5NO21S", "method": "ωB97M-V/def2-TZVPD", "molar_mass_g_mol": 1326.22, "fmax_ev_per_a": 0.689, "smiles": "O=C(CCCC(F)(F)C(F)(F)F)O[C@@](S)(CCCNCc1ccccc1O)COO.O=C1C=CC(=O)C=C1.O=C1C=CC(=O)C=C1.O=C1C=CC(=O)C=C1.O=C1C=CC(=O)C=C1.O=C1C=CC(=O)C=C1.O=C1C=CC(=O)C=C1.O=C1C=CC(=O)C=C1.O=C1C=CC(=O)C=C1", "gap_ev": 6.6, "elements": ["O", "C", "C", "C", "C", "C", "F", "F", "C", "F", "F", "F", "O", "C", "S", "C", "C", "C", "N", "C", "C", "C", "C", "C", "C", "C", "O", "C", "O", "O", "H", "H", "H", "H", "H", "H", "H", "H", "H", "H", "H", "H", "H", "H", "H", "H", "H", "H", "H", "H", "H", "H", "H", "H", "C", "C", "C", "O", "C", "C", "C", "O", "H", "H", "H", "H", "C", "C", "C", "O", "C", "C", "C", "O", "H", "H", "H", "H", "C", "C", "C", "O", "C", "C", "C", "O", "H", "H", "H", "H", "C", "C", "C", "O", "C", "C", "C", "O", "H", "H", "H", "H", "C", "C", "C", "O", "C", "C", "C", "O", "H", "H", "H", "H", "C", "C", "C", "O", "C", "C", "C", "O", "H", "H", "H", "H", "C", "C", "C", "O", "C", "C", "C", "O", "H", "H", "H", "H", "C", "C", "C", "O", "C", "C", "C", "O", "H", "H", "H", "H"], "positions_angstrom": [[-2.05716, 0.79001, 4.61864], [-2.98598, 0.69971, 3.88227], [-4.17317, 1.62379, 3.88602], [-4.31935, 2.33043, 2.52424], [-4.97318, 3.71215, 2.64693], [-4.46130, 4.72494, 1.63848], [-4.79974, 5.97972, 2.03980], [-3.09923, 4.67608, 1.59088], [-4.99556, 4.54996, 0.17521], [-5.98840, 5.41958, -0.07430], [-4.02017, 4.74131, -0.72756], [-5.48783, 3.30663, -0.00199], [-3.08215, -0.22061, 2.85962], [-2.78096, -1.60844, 3.08038], [-3.11228, -2.05658, 4.83471], [-3.70375, -2.46220, 2.16809], [-4.64058, -1.69393, 1.23850], [-5.84883, -1.10262, 1.97182], [-6.90318, -2.09778, 2.19520], [-8.25747, -1.71903, 1.78359], [-9.00456, -0.90545, 2.82386], [-8.56180, 0.36868, 3.19845], [-9.22120, 1.12913, 4.15731], [-10.35964, 0.61750, 4.77451], [-10.81124, -0.65047, 4.43348], [-10.14027, -1.40657, 3.47258], [-10.64515, -2.65412, 3.20225], [-1.31014, -1.87401, 2.67588], [-0.46870, -0.77513, 2.91983], [0.43636, -1.05918, 3.98421], [-5.06925, 1.03159, 4.09329], [-4.02103, 2.34878, 4.68563], [-4.86261, 1.69927, 1.82183], [-3.31928, 2.45318, 2.10141], [-4.81301, 4.15005, 3.63388], [-6.05631, 3.64003, 2.50451], [-1.87519, -2.42861, 5.17873], [-3.07735, -3.13810, 1.58036], [-4.32318, -3.10387, 2.79917], [-4.11837, -0.92735, 0.66034], [-5.02786, -2.41508, 0.51203], [-6.23015, -0.24396, 1.41176], [-5.51013, -0.71348, 2.93751], [-6.95133, -2.30318, 3.18374], [-8.80270, -2.64979, 1.62064], [-8.21020, -1.18404, 0.83373], [-7.68855, 0.78621, 2.70796], [-8.84749, 2.11576, 4.40160], [-10.87641, 1.19861, 5.52840], [-11.68226, -1.08377, 4.90986], [-9.92946, -3.29853, 3.27214], [-1.27174, -2.07243, 1.59932], [-0.93889, -2.76283, 3.18823], [-0.09370, -0.85763, 4.77411], [-8.21197, -5.43119, 6.10874], [-7.71333, -6.50629, 6.71231], [-6.60952, -7.29193, 6.10043], [-6.15692, -8.27068, 6.65011], [-6.08274, -6.83034, 4.78991], [-6.58148, -5.75518, 4.18660], [-7.68330, -4.97651, 4.80099], [-8.12856, -3.99115, 4.24702], [-9.01428, -4.84011, 6.53201], [-8.07827, -6.86162, 7.66740], [-5.27867, -7.41808, 4.36596], [-6.21890, -5.39293, 3.23226], [1.02122, 4.14773, 2.08646], [-0.11750, 4.55971, 2.63786], [-0.16264, 5.03834, 4.04139], [-1.19996, 5.40290, 4.55247], [1.11195, 5.04946, 4.80609], [2.25047, 4.64215, 4.25283], [2.29198, 4.16041, 2.84918], [3.33501, 3.79200, 2.34637], [1.07759, 3.79526, 1.06508], [-1.05500, 4.56027, 2.10374], [1.05272, 5.40422, 5.82734], [3.19206, 4.63982, 4.78729], [3.67478, 3.27410, -3.71627], [2.53423, 3.68298, -3.16890], [2.48717, 4.16718, -1.76544], [1.44584, 4.54074, -1.26838], [3.75669, 4.17815, -0.99540], [4.89584, 3.76633, -1.54516], [4.94247, 3.28594, -2.94553], [5.98374, 2.91548, -3.45093], [3.73810, 2.91538, -4.73575], [1.59495, 3.68434, -3.70692], [3.69585, 4.52452, 0.02815], [5.83399, 3.76132, -1.00542], [2.55122, 0.61390, 7.17175], [3.02593, 1.67408, 7.81927], [2.13895, 2.53362, 8.64441], [2.56983, 3.50123, 9.23171], [0.70156, 2.16429, 8.71915], [0.22694, 1.10466, 8.07081], [1.11651, 0.24877, 7.24995], [0.68806, -0.71688, 6.65217], [3.17228, -0.02617, 6.55838], [4.06776, 1.96507, 7.77783], [0.07550, 2.80761, 9.32397], [-0.81644, 0.81803, 8.10320], [8.64570, 0.87850, -5.15892], [7.40450, 0.46194, -4.92224], [6.95113, -0.87478, -5.37567], [5.81678, -1.25588, -5.16838], [7.92625, -1.73264, -6.09532], [9.16629, -1.31394, -6.32928], [9.62137, 0.02627, -5.87843], [10.75507, 0.40255, -6.09406], [8.99929, 1.85033, -4.83811], [6.68358, 1.07563, -4.39651], [7.56905, -2.70362, -6.41443], [9.89790, -1.91623, -6.85265], [12.99161, 2.04963, -7.64066], [12.95442, 2.87388, -6.59767], [13.93357, 3.97877, -6.45231], [13.90222, 4.73167, -5.50255], [14.95954, 4.13039, -7.51665], [14.99879, 3.30583, -8.55923], [14.01650, 2.20003, -8.70343], [14.05378, 1.45119, -9.65607], [12.28888, 1.23615, -7.75640], [12.21653, 2.77418, -5.81236], [15.66244, 4.94374, -7.38814], [15.73633, 3.39457, -9.34679], [1.68080, -5.75235, -5.01797], [1.63872, -4.92153, -3.98030], [2.62264, -3.81515, -3.83846], [2.57896, -3.06130, -2.89163], [3.65412, -3.67038, -4.89847], [3.69087, -4.50494, -5.93468], [2.71091, -5.60716, -6.07735], [2.73796, -6.35811, -7.03092], [0.97603, -6.56479, -5.14573], [0.89689, -5.00385, -3.19608], [4.36278, -2.86006, -4.78367], [4.42862, -4.41975, -6.72312], [0.52337, -1.47018, -9.50073], [-0.51463, -1.38227, -8.67372], [-0.86247, -2.49382, -7.75186], [-1.80736, -2.41311, -6.99748], [-0.00786, -3.70660, -7.79129], [1.03009, -3.79645, -8.61842], [1.38071, -2.68325, -9.53700], [2.33105, -2.75810, -10.28433], [0.79723, -0.67347, -10.18065], [-1.15257, -0.50882, -8.62777], [-0.28122, -4.50419, -7.11144], [1.66411, -4.67392, -8.66029]], "atomic_forces_ev_per_a": [[0.37, -0.13, 0.50], [-0.09, 0.02, -0.63], [-0.07, 0.09, -0.33], [0.31, 0.08, 0.02], [-0.46, -0.14, -0.26], [0.06, 0.08, 0.27], [0.12, -0.20, -0.11], [-0.28, 0.15, -0.14], [-0.01, 0.10, -0.32], [0.39, -0.42, 0.07], [-0.50, -0.04, 0.36], [0.18, 0.33, -0.02], [-0.54, 0.05, 0.43], [0.47, -0.18, -0.09], [-0.11, -0.31, -0.05], [-0.31, 0.06, 0.11], [-0.09, -0.12, -0.27], [0.12, 0.03, 0.15], [0.23, 0.25, -0.03], [-0.06, -0.28, 0.42], [-0.12, 0.28, 0.09], [-0.19, -0.01, 0.00], [0.03, -0.20, -0.16], [0.14, -0.12, -0.15], [0.10, 0.16, -0.07], [0.17, 0.16, 0.21], [-0.06, -0.08, 0.01], [0.02, -0.01, 0.02], [0.19, -0.01, -0.18], [-0.32, -0.23, 0.03], [0.03, 0.08, 0.15], [0.01, -0.08, -0.02], [-0.01, 0.02, 0.07], [-0.04, 0.02, 0.03], [0.17, 0.04, -0.10], [0.04, 0.04, 0.11], [0.08, 0.18, 0.06], [0.05, 0.04, 0.07], [0.02, 0.00, -0.07], [0.09, 0.01, 0.19], [-0.02, 0.08, 0.01], [-0.06, -0.11, -0.08], [-0.03, 0.11, -0.09], [0.03, -0.24, -0.04], [-0.07, 0.14, -0.24], [0.01, -0.03, -0.01], [-0.04, -0.03, 0.02], [-0.06, -0.02, 0.06], [-0.03, -0.04, -0.04], [0.04, 0.01, -0.03], [0.05, 0.01, 0.00], [-0.09, 0.18, 0.01], [0.06, 0.00, -0.09], [0.12, 0.26, -0.01], [-0.03, 0.00, 0.00], [-0.01, 0.02, -0.01], [0.00, 0.00, 0.00], [0.00, -0.01, 0.01], [0.00, 0.02, -0.02], [0.03, 0.00, 0.00], [0.13, -0.07, 0.02], [-0.22, 0.05, -0.01], [0.00, 0.01, -0.02], [0.01, -0.02, 0.00], [0.00, -0.01, 0.02], [-0.02, 0.03, 0.00], [-0.02, -0.02, 0.02], [0.11, -0.03, 0.04], [-0.02, -0.03, -0.01], [-0.03, -0.01, 0.02], [0.02, -0.01, 0.01], [-0.01, -0.02, 0.03], [-0.01, -0.03, 0.00], [0.01, 0.06, 0.00], [0.00, 0.03, -0.01], [0.04, 0.02, 0.00], [-0.02, 0.01, 0.01], [0.01, 0.00, -0.01], [-0.03, 0.00, 0.00], [0.01, 0.00, -0.02], [0.02, 0.01, -0.01], [-0.01, -0.02, 0.00], [0.01, 0.01, -0.01], [-0.02, 0.02, 0.00], [0.02, 0.01, -0.01], [-0.02, 0.04, 0.04], [0.02, -0.01, 0.00], [-0.01, 0.01, 0.02], [-0.01, -0.05, 0.01], [0.01, -0.01, -0.01], [0.04, 0.02, 0.01], [0.00, -0.01, -0.02], [-0.04, -0.04, -0.01], [0.02, 0.05, 0.00], [0.01, -0.01, -0.01], [-0.03, 0.02, 0.01], [-0.02, 0.01, -0.07], [-0.05, -0.03, 0.15], [-0.02, -0.01, -0.01], [0.00, 0.02, 0.01], [0.01, 0.01, 0.00], [0.00, -0.02, -0.03], [0.00, 0.01, 0.01], [0.01, -0.01, 0.01], [-0.02, 0.02, 0.00], [0.05, 0.01, -0.03], [0.02, 0.01, 0.00], [-0.02, -0.02, 0.00], [0.00, -0.02, 0.00], [-0.02, 0.03, 0.00], [0.01, 0.00, 0.00], [0.02, -0.05, -0.05], [-0.02, 0.00, 0.01], [0.02, 0.02, 0.00], [0.03, 0.00, -0.03], [-0.01, 0.00, 0.01], [0.00, 0.00, 0.00], [0.00, 0.01, 0.01], [0.01, -0.01, -0.03], [0.01, 0.02, 0.02], [-0.01, 0.02, 0.00], [0.00, -0.01, -0.01], [0.01, -0.02, 0.00], [0.01, -0.01, 0.01], [-0.01, 0.01, 0.02], [-0.01, -0.02, -0.01], [-0.01, 0.00, 0.03], [-0.01, -0.01, -0.03], [0.00, -0.01, -0.02], [-0.01, 0.01, 0.02], [-0.01, -0.02, 0.02], [0.01, 0.02, 0.01], [0.00, 0.01, 0.00], [-0.04, 0.01, -0.01], [0.02, -0.01, -0.01], [0.01, 0.02, 0.01], [-0.05, 0.00, 0.01], [-0.01, -0.01, -0.01], [-0.02, 0.01, 0.01], [0.02, 0.01, -0.02], [0.00, 0.00, 0.00], [-0.01, 0.00, 0.01], [0.03, -0.01, 0.00], [0.03, -0.05, 0.01], [-0.02, 0.02, 0.03], [0.02, 0.00, -0.01], [0.01, -0.01, -0.01], [-0.01, -0.01, 0.01], [-0.02, 0.00, 0.00], [0.01, 0.01, -0.04]]}